No. 1
A cluster of 2 separate species, C32H32NO in total in a non-equilibrium geometry. Source: the OMol25 dataset; level of theory: ωB97M-V/def2-TZVPD.

Computed properties:
HOMO   -9.1 eV
Energy relative to the best compared isomer or geometry (same formula, charge and spin)   62.0 kJ/mol
Kohn-Sham gap   0.141 Ha
LUMO level   -5.29 eV
E_tot   -1368.2936 hartree
Maximum force   0.035 hartree/bohr

ORCA input file:
```
! RIJCOSX wB97M-V def2-TZVPD def2/J DEFGRID3
* xyz 1 1
C -3.790 3.662 1.529
C -4.056 3.029 0.307
C -3.650 1.720 0.094
C -2.978 0.999 1.117
C -2.612 -0.373 0.903
C -2.125 -1.214 1.888
N -2.080 -2.542 1.778
C -1.662 -3.395 2.883
C -1.616 -4.818 2.309
C -2.148 -4.739 0.864
C -2.532 -3.269 0.601
C -2.702 1.659 2.342
C -3.105 2.975 2.538
H -4.112 4.690 1.693
H -4.582 3.564 -0.485
H -3.836 1.220 -0.861
H -2.811 -0.785 -0.089
H -1.759 -0.807 2.839
H -0.690 -3.060 3.274
H -2.386 -3.330 3.714
H -0.588 -5.191 2.342
H -2.233 -5.473 2.932
H -1.380 -5.056 0.151
H -3.025 -5.379 0.730
H -3.626 -3.185 0.462
H -2.069 -2.884 -0.321
H -2.161 1.115 3.120
H -2.885 3.467 3.487
C -2.127 4.522 -4.106
C -1.389 3.607 -3.181
C -1.234 3.951 -1.830
C -0.550 3.117 -0.967
C 0.010 1.875 -1.409
C 0.734 1.102 -0.466
C 1.597 -0.011 -0.649
C 2.050 -0.535 -1.897
C 2.798 -1.701 -1.959
C 3.255 -2.286 -0.773
O 4.122 -3.376 -0.784
C 5.419 -3.168 -1.277
C 6.457 -3.115 -0.345
C 7.732 -2.770 -0.784
C 7.972 -2.536 -2.143
C 6.928 -2.651 -3.064
C 5.638 -2.971 -2.639
C 2.885 -1.773 0.480
C 2.088 -0.654 0.534
C -0.240 1.508 -2.764
C -0.864 2.389 -3.634
H -2.004 4.200 -5.142
H -3.203 4.537 -3.887
H -1.767 5.554 -4.025
H -1.649 4.893 -1.465
H -0.419 3.397 0.078
H 0.662 1.438 0.570
H 1.824 -0.020 -2.827
H 3.040 -2.174 -2.912
H 6.232 -3.329 0.700
H 8.540 -2.696 -0.056
H 8.980 -2.277 -2.485
H 7.112 -2.500 -4.128
H 4.810 -3.085 -3.339
H 3.248 -2.277 1.378
H 1.812 -0.243 1.507
H 0.042 0.520 -3.116
H -0.966 2.139 -4.693
*
```

***

No. 2
A structure of composition C32H33ClF2HfN2O2SbSe4Te. Source: the OMol25 dataset; level of theory: ωB97M-V/def2-TZVPD.

Computed properties:
HOMO   -4.1 eV
Energy relative to the best compared isomer or geometry (same formula, charge and spin)   19.3 kJ/mol
Kohn-Sham gap   0.226 Ha
LUMO level   2.01 eV
E_tot   -12321.3997 hartree
Maximum force   0.005 hartree/bohr

ORCA input file:
```
! RIJCOSX wB97M-V def2-TZVPD def2/J DEFGRID3
* xyz -1 1
Hf -1.068 0.459 -1.228
Se -2.962 1.775 -2.858
Se -4.899 0.495 -3.159
Te -3.913 -1.799 -2.936
Se -3.011 -1.360 -0.635
F -0.275 -0.038 -6.827
C -0.129 -0.612 -5.610
C -0.641 0.021 -4.498
C -0.491 -0.544 -3.233
C 0.198 -1.772 -3.129
C 0.679 -2.370 -4.290
F 1.362 -3.545 -4.244
C 0.533 -1.819 -5.545
C 0.424 -2.327 -1.781
C 0.845 -3.627 -1.509
C 1.054 -4.022 -0.200
C 0.877 -3.113 0.826
C 0.434 -1.849 0.492
N 0.178 -1.473 -0.765
H -1.187 0.947 -4.632
H 0.926 -2.311 -6.422
H 0.988 -4.325 -2.315
H 1.357 -5.041 0.011
H 1.026 -3.369 1.866
H 0.218 -1.112 1.254
Cl 4.503 4.825 -5.994
C 3.447 3.994 -4.886
C 3.909 2.857 -4.241
C 3.068 2.201 -3.359
C 1.786 2.686 -3.129
C 1.335 3.821 -3.792
C 2.169 4.484 -4.677
C 0.885 1.973 -2.195
O 1.239 0.917 -1.618
O -0.295 2.416 -1.991
H 4.909 2.496 -4.434
H 3.389 1.306 -2.843
H 0.325 4.167 -3.614
H 1.835 5.366 -5.206
C -4.425 2.228 1.740
C -3.295 2.008 0.863
N -2.398 1.827 0.179
H -5.013 3.071 1.381
H -4.062 2.401 2.752
H -5.028 1.320 1.734
C 0.324 -5.374 5.160
C -0.170 -4.085 4.559
C 0.621 -2.948 4.532
C 0.167 -1.748 3.983
C 1.086 -0.559 4.004
C -1.119 -1.666 3.427
Se -1.726 -0.070 2.551
C -1.942 -2.809 3.480
C -3.347 -2.781 2.951
C -1.454 -3.986 4.033
H 1.392 -5.322 5.376
H 0.157 -6.217 4.486
H -0.193 -5.600 6.095
H 1.623 -2.985 4.950
H 1.931 -0.735 4.673
H 0.543 0.327 4.325
H 1.483 -0.337 3.008
H -3.362 -2.572 1.880
H -3.920 -1.982 3.425
H -3.843 -3.736 3.134
H -2.100 -4.859 4.053
C -0.634 4.225 1.222
Sb 0.645 2.504 1.163
C 1.303 2.776 3.185
C 2.304 3.583 0.303
H -0.060 5.103 1.519
H -1.431 4.053 1.946
H -1.073 4.379 0.238
H 1.602 3.817 3.315
H 2.142 2.122 3.415
H 0.478 2.540 3.855
H 2.619 4.375 0.983
H 2.010 4.032 -0.646
H 3.139 2.906 0.120
*
```

***

No. 3
A structure of composition C32H33F4N5Rh in a non-equilibrium geometry. Source: the OMol25 dataset; level of theory: ωB97M-V/def2-TZVPD.

Computed properties:
HOMO (alpha / beta)   -10.4 / -10.4 eV
Energy relative to the best compared isomer or geometry (same formula, charge and spin)   63.0 kJ/mol
Kohn-Sham gap (alpha / beta)   0.239 / 0.239 Ha
LUMO level (alpha / beta)   -3.85 / -3.85 eV
E_tot   -2022.7567 hartree
Maximum force   0.033 hartree/bohr

ORCA input file:
```
! RIJCOSX wB97M-V def2-TZVPD def2/J DEFGRID3
* xyz 1 1
Rh 0.669 0.219 -1.490
C 1.732 -2.550 -1.229
N 1.860 -1.351 -2.065
C 3.254 -0.859 -2.009
C 1.483 -1.662 -3.477
C -0.004 -1.627 -3.627
N -0.384 -0.341 -3.060
C -1.493 0.351 -3.511
C -1.617 1.711 -3.233
F -0.645 2.307 -2.493
C -2.685 2.472 -3.646
F -2.719 3.763 -3.304
C -3.710 1.917 -4.383
C -3.616 0.572 -4.665
F -4.586 -0.033 -5.357
C -2.549 -0.198 -4.240
F -2.576 -1.517 -4.504
H 2.421 -3.317 -1.592
H 0.720 -2.924 -1.283
H 1.980 -2.300 -0.199
H 3.929 -1.616 -2.418
H 3.523 -0.654 -0.976
H 3.347 0.054 -2.589
H 1.907 -2.625 -3.781
H 1.919 -0.881 -4.100
H -0.498 -2.455 -3.103
H -0.243 -1.733 -4.686
H -4.553 2.506 -4.715
C 1.651 -1.542 3.346
C 0.761 -0.756 4.272
C 1.095 -0.609 5.616
C 0.272 0.075 6.499
C -0.917 0.632 6.051
C -1.262 0.515 4.714
C -0.429 -0.167 3.835
N -0.828 -0.280 2.465
C -0.128 0.231 1.421
N 0.833 1.106 1.741
C 1.749 1.738 0.895
C 1.709 1.575 -0.478
C 2.615 2.287 -1.267
C 3.568 3.101 -0.691
C 3.611 3.223 0.698
C 2.709 2.564 1.511
C 2.744 2.732 3.008
N -0.439 -0.070 0.173
C -1.514 -1.010 -0.020
C -1.317 -2.369 0.199
C -2.327 -3.280 -0.064
C -3.551 -2.821 -0.534
C -3.761 -1.461 -0.693
C -2.760 -0.529 -0.424
C -3.053 0.946 -0.506
H 2.277 -2.228 3.916
H 2.314 -0.891 2.769
H 1.061 -2.127 2.638
H 2.010 -1.062 5.979
H 0.555 0.162 7.540
H -1.568 1.161 6.734
H -2.179 0.953 4.339
H -1.692 -0.750 2.245
H 0.887 1.340 2.721
H 2.557 2.212 -2.350
H 4.276 3.641 -1.307
H 4.357 3.861 1.157
H 3.543 3.411 3.295
H 2.920 1.782 3.523
H 1.810 3.153 3.393
H -0.367 -2.702 0.590
H -2.161 -4.337 0.098
H -4.348 -3.519 -0.750
H -4.731 -1.103 -1.019
H -3.818 1.148 -1.255
H -2.166 1.528 -0.735
H -3.431 1.309 0.454
*
```

***

No. 4
A structure of composition C32H33GeO3PtSe2 in a non-equilibrium geometry. Source: the OMol25 dataset; level of theory: ωB97M-V/def2-TZVPD.

Computed properties:
HOMO (alpha / beta)   -1.1 / -1.1 eV
Kohn-Sham gap (alpha / beta)   0.207 / 0.206 Ha
LUMO level (alpha / beta)   4.49 / 4.49 eV
Expectation value of S²   0.756
E_tot   -8463.9712 hartree
Maximum force   0.034 hartree/bohr

ORCA input file:
```
! RIJCOSX wB97M-V def2-TZVPD def2/J DEFGRID3
* xyz -2 2
Pt 0.184 -1.293 -0.241
O -4.242 -4.202 0.792
C -2.861 -4.585 0.904
C -2.111 -3.821 1.998
C -2.637 -4.285 3.368
O -4.027 -4.058 3.575
C -2.319 -2.303 1.901
Se -2.386 -1.492 0.105
C -0.622 -4.190 1.946
Se 0.311 -3.904 0.231
H -4.221 -3.321 0.384
H -2.350 -4.437 -0.047
H -2.856 -5.654 1.140
H -2.106 -3.758 4.167
H -2.413 -5.357 3.470
H -4.447 -4.146 2.703
H -1.519 -1.799 2.443
H -3.264 -2.032 2.370
H -0.499 -5.251 2.191
H -0.086 -3.609 2.698
C 2.401 -1.550 -2.403
O 1.154 -2.037 -2.032
H 2.986 -2.352 -2.894
H 3.011 -1.195 -1.557
H 2.360 -0.710 -3.120
C -2.774 0.038 -5.522
C -3.279 0.877 -4.538
C -2.550 1.112 -3.378
C -1.299 0.530 -3.185
C -0.818 -0.337 -4.172
C -1.541 -0.574 -5.333
Ge -0.245 0.723 -1.526
C 1.389 1.717 -2.080
C 2.320 2.023 -1.083
C 3.498 2.690 -1.382
C 3.777 3.062 -2.693
C 2.863 2.767 -3.695
C 1.682 2.101 -3.386
C -1.134 2.161 -0.461
C -1.341 1.964 0.905
C -1.913 2.952 1.696
C -2.299 4.162 1.133
C -2.093 4.380 -0.223
C -1.512 3.389 -1.004
H -3.347 -0.153 -6.422
H -4.252 1.339 -4.667
H -2.964 1.754 -2.609
H 0.119 -0.859 -4.005
H -1.154 -1.255 -6.082
H 2.121 1.709 -0.062
H 4.209 2.914 -0.594
H 4.701 3.577 -2.931
H 3.076 3.047 -4.721
H 0.976 1.875 -4.179
H -1.047 1.018 1.347
H -2.063 2.776 2.755
H -2.754 4.931 1.746
H -2.382 5.327 -0.668
H -1.336 3.584 -2.059
C 1.295 -0.590 1.307
C 2.034 -0.041 2.109
C 2.888 0.589 3.059
C 4.119 1.137 2.667
C 4.947 1.763 3.584
C 4.578 1.863 4.920
C 3.362 1.325 5.324
C 2.529 0.699 4.411
H 4.410 1.060 1.627
H 5.892 2.180 3.252
H 5.228 2.354 5.635
H 3.059 1.397 6.362
H 1.582 0.283 4.729
*
```

***

No. 5
A structure of composition C32H33N5O3SV in a non-equilibrium geometry. Source: the OMol25 dataset; level of theory: ωB97M-V/def2-TZVPD.

Computed properties:
HOMO (alpha / beta)   -4.9 / -6.7 eV
Kohn-Sham gap (alpha / beta)   0.186 / 0.261 Ha
LUMO level (alpha / beta)   0.14 / 0.35 eV
Expectation value of S²   3.798
E_tot   -3080.9602 hartree
Maximum force   0.048 hartree/bohr

ORCA input file:
```
! RIJCOSX wB97M-V def2-TZVPD def2/J DEFGRID3
* xyz 0 4
V 0.046 -0.060 0.127
C 2.957 2.323 2.127
C 1.793 1.985 1.431
N 1.349 0.737 1.335
C 2.049 -0.241 1.988
C 3.232 0.010 2.713
C 3.691 1.345 2.752
C 3.838 -1.070 3.394
C 3.244 -2.306 3.379
C 2.041 -2.550 2.695
C 1.430 -1.531 1.986
N 0.221 -1.515 1.327
C -0.960 -1.912 1.906
C -1.261 -3.073 2.598
C -2.523 -3.230 3.194
C -3.482 -2.250 3.140
C -3.208 -1.035 2.474
C -4.076 0.080 2.446
C -3.666 1.235 1.827
C -2.410 1.290 1.215
N -1.573 0.260 1.202
C -1.960 -0.890 1.832
H 3.270 3.358 2.165
H 1.204 2.737 0.923
H 4.599 1.590 3.289
H 4.757 -0.902 3.943
H 3.710 -3.120 3.921
H 1.611 -3.540 2.717
H -0.536 -3.871 2.673
H -2.740 -4.151 3.720
H -4.444 -2.388 3.620
H -5.045 0.021 2.926
H -4.304 2.109 1.808
H -2.073 2.187 0.709
C 5.240 -1.633 -4.046
O 4.060 -2.117 -4.652
C 2.897 -1.913 -3.993
C 1.753 -2.458 -4.619
C 0.537 -2.314 -4.024
C 0.372 -1.635 -2.794
C -0.915 -1.517 -2.185
C -2.119 -2.170 -2.823
O -1.125 -0.891 -1.119
C 1.533 -1.070 -2.163
O 1.495 -0.425 -1.054
C 2.788 -1.234 -2.808
H 6.057 -1.922 -4.702
H 5.394 -2.078 -3.059
H 5.224 -0.544 -3.948
H 1.873 -2.981 -5.558
H -0.332 -2.731 -4.515
H -1.958 -3.242 -2.934
H -2.326 -1.746 -3.806
H -2.978 -2.004 -2.176
H 3.646 -0.800 -2.313
C -0.478 6.031 -2.011
N 0.165 4.730 -1.970
C 1.434 4.717 -1.270
C -0.493 3.587 -2.287
S -0.050 2.078 -1.721
N -1.545 3.759 -3.156
C -2.471 2.651 -3.345
C -1.320 4.528 -4.375
H -0.507 6.451 -1.001
H -1.495 5.947 -2.380
H 0.081 6.723 -2.647
H 2.083 5.485 -1.697
H 1.902 3.744 -1.376
H 1.301 4.933 -0.205
H -2.747 2.229 -2.383
H -2.036 1.856 -3.958
H -3.363 3.038 -3.840
H -0.432 5.148 -4.285
H -2.181 5.165 -4.589
H -1.177 3.848 -5.221
*
```

***

No. 6
A structure of composition C32H34AgN3O3S in a non-equilibrium geometry. Source: the OMol25 dataset; level of theory: ωB97M-V/def2-TZVPD.

Computed properties:
HOMO   0.6 eV
Kohn-Sham gap   0.131 Ha
LUMO level   4.14 eV
E_tot   -2174.8988 hartree
Maximum force   0.022 hartree/bohr

ORCA input file:
```
! RIJCOSX wB97M-V def2-TZVPD def2/J DEFGRID3
* xyz -2 1
Ag -0.158 2.078 0.624
C 2.998 2.880 2.049
C 2.969 2.585 0.557
C 5.344 3.327 0.003
O 2.558 3.778 -0.125
C 2.138 0.699 -0.922
O 2.201 0.856 -2.142
O 1.992 0.319 1.125
H 3.607 3.758 2.249
H 3.408 2.011 2.555
H 1.978 3.057 2.400
H 4.857 4.230 -0.363
H 6.190 3.097 -0.646
H 5.724 3.526 1.004
H 2.424 3.505 -1.041
C -2.104 -4.962 0.408
C -0.985 -5.020 -0.594
C -0.569 -6.242 -1.142
C 0.465 -6.302 -2.057
C 1.099 -5.142 -2.468
C 0.695 -3.910 -1.943
C -0.322 -3.848 -0.994
N -0.732 -2.637 -0.443
C -0.028 -1.433 -0.319
N 1.302 -1.566 -0.220
C 2.281 -0.527 -0.012
C 1.936 1.508 0.257
C 4.369 2.144 0.022
C 5.001 0.993 0.743
C 4.722 -0.347 0.648
C 3.667 -1.091 0.119
C 3.863 -2.583 -0.006
N -0.678 -0.325 -0.256
C -2.067 -0.299 -0.305
C -2.744 -0.125 -1.513
C -4.124 -0.042 -1.543
C -4.851 -0.127 -0.369
C -4.184 -0.283 0.836
C -2.807 -0.380 0.892
C -2.071 -0.539 2.186
H -2.408 -5.967 0.698
H -2.980 -4.451 -0.001
H -1.798 -4.423 1.305
H -1.068 -7.153 -0.831
H 0.774 -7.259 -2.459
H 1.894 -5.174 -3.200
H 1.157 -2.998 -2.285
H -1.723 -2.537 -0.276
H 1.632 -2.512 -0.107
H 4.190 1.852 -1.024
H 5.874 1.260 1.331
H 5.513 -0.970 1.079
H 4.929 -2.806 0.036
H 3.491 -2.973 -0.959
H 3.390 -3.164 0.804
H -2.161 -0.033 -2.419
H -4.635 0.085 -2.488
H -5.930 -0.060 -0.389
H -4.748 -0.316 1.758
H -2.728 -0.356 3.033
H -1.248 0.182 2.217
H -1.630 -1.534 2.276
S -2.196 2.870 1.934
C -3.254 3.789 0.946
C -4.510 4.162 1.447
C -5.363 4.942 0.701
C -4.993 5.380 -0.563
C -3.757 5.007 -1.076
C -2.904 4.219 -0.339
H -4.789 3.822 2.436
H -6.331 5.222 1.102
H -5.658 6.004 -1.145
H -3.459 5.342 -2.062
H -1.934 3.924 -0.736
*
```